Entry 1:
DFT (ωB97M-V/def2-TZVPD) results for a single C18H18N2O4 molecule.

CARTESIAN COORDINATES (ANGSTROEM)
C (-1.57328, 2.08333, 0.25081)
C (-3.64653, -2.04085, -0.22697)
H (3.21425, -1.09345, 1.99809)
C (-2.33580, -1.55547, -0.34786)
H (4.68894, 2.17644, -0.05886)
H (3.68197, 2.69388, 1.30042)
H (-1.05836, -0.88604, 1.81848)
C (1.07423, -0.90694, 2.03134)
H (1.69001, 1.29507, -1.65526)
H (3.23754, -2.85218, -2.08196)
C (-0.26101, 0.64206, -1.13836)
H (-0.16876, -0.25634, -1.72728)
C (2.30406, -2.13242, 0.37196)
H (3.14373, 1.37474, 0.26151)
N (-3.78914, 0.06876, -0.24141)
H (1.05882, -0.30966, 2.93039)
H (1.08163, -3.04876, -1.16034)
C (1.11445, -2.45008, -0.26460)
C (-0.09486, -1.98098, 0.24490)
O (-1.21237, -2.33022, -0.46351)
C (-2.46057, -0.16453, -0.36770)
O (1.65643, 3.63731, -0.20565)
C (-1.44258, 0.86762, -0.43917)
C (-0.51663, 2.97279, 0.29173)
C (3.66696, 2.32830, 0.27674)
H (4.68365, -3.56065, -1.32150)
C (0.68810, 2.69710, -0.35483)
H (-2.65845, 3.18724, 1.37616)
H (2.98667, 3.01462, -1.67030)
H (-3.97428, -3.05921, -0.18843)
H (3.08552, -4.29430, -1.03915)
C (2.27918, -1.34117, 1.52234)
O (3.53723, -2.52441, -0.05375)
C (3.62318, -3.35272, -1.18774)
C (2.97644, 3.34702, -0.62516)
H (3.49230, 4.30945, -0.56699)
C (-0.12014, -1.22346, 1.40730)
H (-4.22672, 0.97300, -0.16643)
C (0.79490, 1.52962, -1.10362)
N (-4.50793, -1.04197, -0.16690)
O (-2.74602, 2.35607, 0.89398)
H (-0.60012, 3.89750, 0.84508)

For the HOMO energy, the calculation gives -7.88 eV. The largest force on an atom comes out at 0.74 eV/Å. Its relative energy (zero: lowest compared OMol25 entry of this formula, charge and spin) is 2.860 eV. The value obtained for the electronic energy is -30127.1282 eV. The HOMO-LUMO gap is 8.4712 eV. Its SMILES is CCOc1ccc(-c2[nH]ncc2Oc2cccc(OC)c2)c(O)c1.

***

Entry 2:
DFT (ωB97M-V/def2-TZVPD) results for a molecular structure, C18H18N4OSTi at a distorted geometry.

CARTESIAN COORDINATES (ANGSTROEM)
H (-0.88748, -0.41497, -2.97157)
C (-1.96918, 1.90398, -0.75613)
H (-1.11579, 3.27135, 1.57606)
C (0.39165, 1.04207, -2.03409)
C (-3.35816, 0.13245, -1.90039)
C (-0.82040, 0.31084, -2.18357)
C (-0.74569, 2.48059, -0.39683)
H (1.38371, 0.16501, -3.73224)
H (-1.28223, 4.48995, 0.23471)
N (-1.30218, -1.97022, -0.11049)
C (2.23842, -2.38382, -0.64768)
C (-1.01278, -0.12129, 2.29620)
C (3.33925, -3.24001, -0.38724)
H (-3.82201, -0.23210, -0.95927)
H (-4.09207, 0.84573, -2.37821)
H (1.48017, 1.96571, -3.68500)
C (-2.03053, 0.79318, -1.61626)
C (1.47917, 1.03699, -3.07051)
C (0.42282, 1.96226, -0.95743)
C (-3.18963, -1.26950, 2.94065)
H (2.31536, -0.56915, 2.13547)
H (0.37061, 3.90918, 0.71028)
N (-4.09607, -1.31369, 3.68321)
H (4.81392, -3.90103, 1.03395)
S (1.13124, -2.40914, -1.98524)
C (4.00810, -3.20753, 0.81568)
H (-2.87155, 2.26953, -0.29557)
C (-1.86406, -1.78264, 0.93078)
C (2.65649, -1.36244, 1.47767)
O (-0.04015, -0.03722, 1.46798)
H (1.38080, 2.38167, -0.63664)
H (-3.24368, -0.73693, -2.53984)
H (2.49676, 0.99154, -2.61368)
H (4.17853, -2.09825, 2.74805)
C (-0.70307, 3.60293, 0.59377)
C (-2.02554, -1.16897, 2.14101)
C (3.67765, -2.21908, 1.77658)
Ti (0.16739, -0.73641, -0.45509)
H (-1.74218, 0.80164, 3.99875)
N (-1.05406, 0.78241, 3.27186)
H (-0.25791, 1.40742, 3.33357)
H (3.61652, -3.98203, -1.11299)
N (1.97788, -1.39002, 0.25971)

For the HOMO energy (alpha / beta), the calculation gives -11.16 / -11.37 eV. The largest force on an atom comes out at 4.25 eV/Å. Its spin multiplicity is 2. Its relative energy (zero: lowest compared OMol25 entry of this formula, charge and spin) is 0.000 eV. The value obtained for the electronic energy is -60911.9623 eV. The expectation value of S² is 0.755. The total charge is +1. The HOMO-LUMO gap (alpha / beta) is 7.1090 / 7.2155 eV.

***

Entry 3:
DFT (ωB97M-V/def2-TZVPD) results for a molecular structure, C18H18N5O3SeW.

CARTESIAN COORDINATES (ANGSTROEM)
C (-1.22004, -4.30207, 0.32970)
C (1.54143, -0.07617, 1.52992)
H (-5.33867, 2.79931, 0.34899)
H (-3.03179, 3.59857, 0.47233)
H (1.68231, 1.50086, 2.94234)
N (0.51187, -0.37758, 0.83791)
H (4.16491, 0.53235, 2.06121)
N (0.28641, 1.70708, -0.80387)
H (-2.00501, -2.33976, 0.03338)
H (-1.15524, 4.44827, -0.28893)
C (-3.24117, 2.66327, -0.03217)
H (4.32530, -1.16399, 1.62681)
W (0.20886, -0.44611, -1.19200)
C (0.86870, 3.83488, -0.52544)
H (-4.01896, -0.70719, -1.75113)
C (-2.20039, 1.90970, -0.57950)
C (1.34772, 2.59650, -0.78052)
C (-2.51384, 0.68924, -1.17672)
N (-0.20441, -5.15778, 0.28310)
H (-2.15417, -4.68970, 0.72140)
C (1.12959, -3.40056, -0.65365)
H (4.85446, 0.07631, 0.48199)
C (-4.83157, 1.00124, -0.71092)
H (2.29121, -0.04380, 3.53844)
H (2.35868, 2.28201, -0.96553)
C (0.94652, -4.69829, -0.20004)
C (-1.13601, -2.97589, -0.07316)
N (2.44650, -0.25183, -0.58862)
H (0.54251, 0.21383, 3.36859)
H (2.09424, -3.11674, -1.05590)
C (4.10720, -0.16876, 1.22945)
O (3.53475, -0.36651, -1.41427)
C (0.06493, -2.49815, -0.59501)
C (2.73753, -0.16903, 0.66248)
O (-0.74485, -0.22811, 1.01120)
H (3.14342, -0.58267, -2.28360)
Se (1.03270, -1.02576, -3.21865)
C (-4.54470, 2.21229, -0.09003)
H (1.76769, -5.40579, -0.23991)
C (-0.83023, 2.40803, -0.58987)
N (-0.49653, 3.69868, -0.42056)
C (1.51623, 0.42011, 2.92995)
O (-1.52569, -0.07112, -1.72069)
C (-3.81970, 0.23611, -1.26199)
H (-5.85243, 0.64817, -0.76304)
H (1.35972, 4.78656, -0.43349)

For the HOMO energy, the calculation gives -11.91 eV. The largest force on an atom comes out at 0.45 eV/Å. Its relative energy (zero: lowest compared OMol25 entry of this formula, charge and spin) is 0.000 eV. The value obtained for the electronic energy is -99715.8486 eV. The total charge is +1. The HOMO-LUMO gap is 7.1392 eV.